29
Properties=species:S:1:pos:R:3:forces:R:3:lowdin_charge:R:1 method="wB97M-V/def2-TZVPD" gap_ev=9.069 relative_energy_kcal_mol=24.6 multiplicity=1 smiles=N#Cc1ccc(Oc2ccc3c(c2)B(O)OC3)cc1 energy_ha=-844.868043
N -6.588694 -0.287358 2.539121 -3.0 -0.7 0.8 0.161
C -5.554580 -0.023115 2.178775 2.5 0.2 -0.2 -0.211
O 5.255041 1.021489 -0.270876 -0.3 -2.0 -1.1 0.123
O -0.510930 1.400615 0.310905 0.7 -0.8 -0.6 0.038
O 4.889673 -1.034219 -1.597983 -3.0 2.3 0.5 0.054
B 4.357179 0.146267 -0.926812 1.1 0.9 0.5 -0.401
C -3.201584 -0.646003 1.775458 -1.9 0.0 0.2 -0.018
C -3.964619 1.650611 1.430242 1.0 -2.3 0.0 -0.013
C -2.027649 -0.292073 1.200474 1.7 1.0 0.4 -0.043
C -2.752616 1.974161 0.895486 1.9 -0.3 -0.4 0.021
C 0.123529 -0.615438 -0.997951 -1.3 -1.2 -1.0 -0.015
C 1.763982 1.068083 -0.373071 -1.4 -0.2 1.9 0.053
C 1.132770 -1.417500 -1.569741 0.0 0.5 -0.4 -0.009
C -4.224165 0.287147 1.800911 0.1 1.8 -0.4 -0.220
C -1.709642 0.977696 0.780834 -2.5 1.6 -0.4 -0.234
C 0.428140 0.545020 -0.336536 0.8 2.2 0.5 -0.186
C 2.701898 0.276558 -0.937421 4.1 -1.6 -1.0 -0.047
C 2.427021 -0.945677 -1.541400 0.2 -0.5 -0.3 -0.189
C 3.676096 -1.686729 -2.054003 -0.9 -1.8 -0.2 -0.129
H 6.151394 0.606790 -0.332966 -0.9 0.7 0.1 0.118
H -3.377815 -1.612610 2.237532 0.2 0.0 -0.3 0.132
H -4.639729 2.426638 1.618182 -1.3 0.7 0.0 0.103
H -1.176217 -0.851423 1.366889 1.5 -1.9 -0.1 0.103
H -2.543617 3.004365 0.607617 0.1 -0.3 0.1 0.122
H -0.937683 -0.912622 -1.196325 1.1 0.3 0.7 0.140
H 2.140072 1.879419 0.270079 -0.9 0.0 -0.5 0.142
H 0.923145 -2.339243 -2.110184 -0.3 0.1 0.3 0.122
H 3.655679 -2.703128 -1.597000 0.2 0.6 -0.2 0.134
H 3.583921 -1.897720 -3.170234 0.7 0.8 1.2 0.149